# 1
Below is a 2-piece molecular cluster, C8H12BrN4S overall at a distorted geometry, with properties calculated with wB97M-V/def2-TZVPD.

Structure (XYZ):
```
26
Properties=species:S:1:pos:R:3:forces:R:3
C 0.101 -1.219 3.100 -0.42 -0.95 1.41
C 0.127 0.854 4.233 -0.01 -0.23 1.61
C 0.198 -0.510 4.349 -0.24 0.67 -0.07
C -0.182 -0.319 2.130 1.02 -1.69 -3.61
C -1.922 0.204 -0.713 1.59 -0.78 -0.04
C -0.070 -0.804 -0.250 -1.21 1.06 4.60
C 0.980 -1.831 -0.238 -0.55 0.37 -0.14
C 1.318 0.825 -1.609 -4.51 1.25 -1.77
N -1.341 -0.961 -0.508 -1.25 0.22 -1.63
N -0.999 1.235 -0.725 -0.22 1.18 0.43
N -3.205 0.410 -0.987 2.57 1.43 0.68
N 0.284 0.811 -0.437 1.36 -4.58 -2.15
S -0.078 1.292 2.600 -0.46 0.49 0.53
Br 0.190 -1.290 6.061 0.16 -0.19 -0.16
H 0.132 -2.353 3.119 -0.05 1.66 -0.54
H -0.012 1.505 5.110 0.35 -0.10 -0.86
H 1.795 -1.285 0.284 0.41 -1.27 -0.99
H 0.947 -2.218 -1.274 1.42 0.37 0.03
H 0.689 -2.756 0.298 -0.15 0.98 0.34
H 1.821 1.707 -1.450 1.29 2.11 -0.32
H 1.959 0.034 -1.587 1.54 -2.25 0.68
H 0.760 0.763 -2.650 0.91 0.46 2.38
H -1.225 2.183 -0.495 -0.05 0.43 0.03
H -3.621 -0.439 -1.202 -2.04 -1.29 -0.06
H -3.570 1.270 -0.616 -1.02 -0.19 -0.40
H 0.717 0.959 0.485 -0.45 0.86 0.05
```
Forces are in eV/Å.

## Properties
energy relative to the best compared isomer or geometry (same formula, charge and spin) = 121.27 kcal per mole
LUMO (alpha / beta) = -4.2 / -4.2 eV
charge = +1
highest occupied orbital energy (alpha / beta) = -11.2 / -11.2 eV
energy = -3502.8215 hartree

# 2
Below is C5H20F3N10O5Sr as an isolated structure at a distorted geometry, with properties calculated with wB97M-V/def2-TZVPD.

Structure (XYZ):
```
44
Properties=species:S:1:pos:R:3:forces:R:3
Sr 2.247 10.459 -18.591 0.34 0.21 -0.74
F 0.165 9.941 -20.185 0.86 -0.13 0.78
F 1.452 12.466 -17.280 0.07 -0.35 -0.15
F 4.811 10.707 -19.403 -0.80 -0.64 -0.22
C 2.314 6.931 -19.080 -1.97 -0.98 -0.06
O 2.766 7.942 -18.675 2.72 2.68 0.94
N 1.014 6.769 -19.225 -3.39 -0.26 -0.44
N 2.897 5.783 -19.363 3.68 -2.27 -0.28
H 0.792 5.959 -19.786 -0.80 0.68 -0.07
H 0.484 7.625 -19.308 -0.32 0.15 -0.39
H 3.898 5.741 -19.234 -0.22 -0.19 -0.17
H 2.401 4.942 -19.618 0.30 0.48 0.15
C 4.305 8.520 -22.217 -0.07 -1.72 -0.03
O 4.023 7.858 -23.207 0.65 -0.54 -0.76
N 5.432 8.527 -21.481 1.64 -0.44 -0.41
N 3.414 9.242 -21.567 -2.24 1.49 0.01
H 6.182 7.862 -21.605 -0.31 0.45 -0.05
H 5.360 9.177 -20.711 0.92 -0.04 0.82
H 3.844 9.957 -20.999 -0.63 0.80 0.62
H 2.532 9.356 -22.046 0.07 0.46 0.31
C 4.125 11.030 -15.823 0.66 -1.39 -0.85
O 3.562 10.135 -16.383 -2.42 -2.45 -1.35
N 5.184 10.756 -15.118 3.70 -0.61 3.02
N 3.843 12.271 -15.962 -0.51 3.52 0.20
H 5.688 11.505 -14.665 -0.01 -0.51 0.09
H 5.410 9.796 -14.900 -0.06 0.39 -0.25
H 3.005 12.424 -16.504 -0.74 1.10 -0.42
H 4.528 12.949 -15.659 -0.71 0.18 -0.38
C 1.793 13.280 -20.653 -0.12 -1.52 0.38
O 2.787 12.626 -20.393 0.51 -0.16 0.15
N 0.859 13.676 -19.839 -1.07 1.31 4.75
N 1.292 13.569 -21.823 0.47 0.57 -5.51
H 1.093 13.584 -18.861 -0.64 -0.11 0.68
H -0.011 14.059 -20.181 0.36 -0.43 0.64
H 1.754 13.209 -22.646 -0.18 0.45 -0.03
H 0.686 14.377 -21.843 0.38 -0.44 -0.82
C -0.204 9.230 -16.389 0.64 0.75 -0.76
O 0.905 9.049 -16.802 1.68 -0.22 -1.10
N -1.212 8.406 -16.533 -3.46 -3.07 0.56
N -0.595 10.367 -15.821 -0.03 2.65 1.66
H -1.281 7.571 -17.098 0.88 0.19 0.29
H -1.847 8.457 -15.749 -0.44 -0.24 -0.55
H -1.493 10.493 -15.376 0.16 -0.10 -0.60
H -0.140 11.195 -16.178 0.48 0.29 0.33
```
Forces are in eV/Å.

## Properties
LUMO = 2.8 eV
charge = -1
highest occupied orbital energy = -5.7 eV
energy = -1456.9678 hartree

# 3
Below is C2H10S4Si2 in the gas phase at a distorted geometry, with properties calculated with wB97M-V/def2-TZVPD.

Structure (XYZ):
```
18
Properties=species:S:1:pos:R:3:forces:R:3
C 1.372 0.375 -2.142 2.51 -1.46 1.56
Si 1.156 -0.093 -0.297 1.41 0.14 -0.79
S 2.386 -1.828 0.115 -1.87 -1.20 0.44
S 1.995 1.653 0.674 0.12 -0.15 0.40
Si -0.979 -0.203 0.575 -1.70 -1.12 -1.42
C -1.439 0.236 2.300 -1.59 -0.63 0.89
S -1.850 -2.212 0.040 -0.16 0.48 -0.34
S -2.243 0.886 -0.808 -1.39 -2.75 -0.22
H 2.406 0.172 -2.589 -1.43 0.19 0.91
H 0.639 -0.047 -2.720 -1.74 -1.30 -1.67
H 1.187 1.387 -2.097 -0.21 2.44 -0.27
H 1.267 -2.733 0.266 1.58 1.32 -0.26
H 3.271 1.310 0.416 -0.10 0.08 -0.03
H -1.297 1.300 2.468 0.37 0.15 0.14
H -2.604 0.109 2.353 2.19 -0.12 -0.01
H -0.910 -0.371 3.085 -0.65 0.64 -0.68
H -2.736 -1.886 -0.991 1.01 0.04 1.03
H -1.621 1.945 -0.649 1.67 3.26 0.32
```
Forces are in eV/Å.

## Properties
energy relative to the best compared isomer or geometry (same formula, charge and spin) = 0.00 kcal per mole
LUMO = 0.2 eV
SMILES string = C[Si](S)(S)[Si](C)(S)S
highest occupied orbital energy = -9.4 eV
energy = -2254.0308 hartree